# 1
DFT (ωB97M-V/def2-TZVPD) results for C29H34MoNO4S4Te as an isolated structure.

As for the molar mass: 812.40 g mol⁻¹. The relative energy (zero: lowest compared OMol25 entry of this formula, charge and spin) comes out at 0.00 kcal per mole. The calculation puts the maximum force at 0.87 eV/A. The calculated total energy comes out at -92797.4409 eV. As for the multiplicity: 2. Its expectation value of S² is 0.77. The LUMO energy (alpha / beta) comes out at -0.050 / -0.054 Eh.

```
74
Properties=species:S:1:pos:R:3:lowdin_spin:R:1
Mo 0.650 -0.502 2.943 0.942
C 0.247 2.792 5.943 0.000
C 0.198 2.394 4.479 0.000
C 0.257 3.596 3.547 0.000
O 1.320 1.555 4.147 0.002
C -1.102 1.623 4.178 0.008
O -2.180 2.056 4.500 0.024
O -0.918 0.528 3.482 0.056
H 1.165 3.346 6.146 0.000
H 0.208 1.911 6.586 0.000
H -0.610 3.419 6.179 0.000
H 1.148 4.185 3.762 0.000
H -0.631 4.212 3.683 0.000
H 0.303 3.266 2.507 0.000
H 1.668 1.125 4.943 0.000
S 2.904 -0.400 2.209 -0.002
S 4.030 -0.763 3.943 0.024
S 2.972 -2.331 4.695 0.024
S 1.164 -1.382 5.073 0.009
C 4.181 2.958 -4.640 0.000
C 3.387 2.218 -3.601 0.000
C 3.696 0.908 -3.256 0.000
C 2.964 0.208 -2.305 0.000
C 3.367 -1.208 -1.984 0.000
C 1.885 0.848 -1.677 0.002
Te 0.746 -0.346 -0.321 0.008
N -0.024 -1.963 2.310 -0.080
C -1.062 -2.895 2.426 -0.006
O -1.801 -2.855 3.381 -0.016
C -1.137 -3.894 1.335 -0.001
C -0.087 -4.064 0.438 -0.001
C -0.194 -5.005 -0.573 0.000
C -1.348 -5.766 -0.693 0.000
C -2.395 -5.599 0.205 0.000
C -2.289 -4.669 1.223 0.000
C -1.179 -0.083 -1.198 0.005
C -2.227 0.615 -0.593 0.000
C -2.146 1.337 0.721 0.001
C -3.462 0.661 -1.245 0.000
C -3.678 0.050 -2.465 0.000
C -5.014 0.114 -3.149 0.000
C -2.616 -0.632 -3.051 0.000
C -1.376 -0.718 -2.440 0.001
C -0.283 -1.484 -3.137 0.000
C 1.580 2.178 -1.975 0.000
C 0.485 2.952 -1.296 0.000
C 2.331 2.833 -2.946 0.000
H 4.974 2.334 -5.051 0.000
H 4.640 3.853 -4.216 0.000
H 3.541 3.279 -5.464 0.000
H 4.529 0.414 -3.743 0.000
H 4.229 -1.500 -2.582 0.000
H 2.555 -1.910 -2.187 0.000
H 3.635 -1.318 -0.931 0.000
H 0.810 -3.466 0.541 0.000
H 0.625 -5.146 -1.267 0.000
H -1.432 -6.497 -1.487 0.000
H -3.293 -6.196 0.109 0.000
H -3.089 -4.521 1.936 0.000
H -1.133 1.380 1.110 0.001
H -2.762 0.846 1.474 0.000
H -2.511 2.360 0.607 0.000
H -4.274 1.199 -0.768 0.000
H -5.741 0.655 -2.546 0.000
H -5.404 -0.888 -3.334 0.000
H -4.932 0.616 -4.114 0.000
H -2.762 -1.119 -4.009 0.000
H -0.653 -1.898 -4.074 0.000
H 0.076 -2.308 -2.519 0.000
H 0.572 -0.843 -3.365 0.000
H 0.110 2.440 -0.415 0.000
H -0.356 3.116 -1.973 0.000
H 0.858 3.929 -0.985 0.000
H 2.087 3.864 -3.182 0.000
```

---

# 2
DFT (ωB97M-V/def2-TZVPD) results for one molecule with the formula C4H7NO2.

As for the molar mass: 101.10 g mol⁻¹. The relative energy (zero: lowest compared OMol25 entry of this formula, charge and spin) comes out at 59.11 kcal per mole. The calculation puts the maximum force at 0.59 eV/A. The calculated total energy comes out at -9844.7166 eV. As for the multiplicity: 1. Its SMILES is O=C[C@@H]1NC[C@@H]1O. The LUMO energy comes out at 0.023 Eh.

```
14
Properties=species:S:1:pos:R:3:mulliken_charge:R:1
O 0.282 -1.181 1.215 -0.557
C 0.482 0.126 0.733 0.191
C 1.428 0.068 -0.468 -0.754
N 0.380 0.500 -1.424 -0.551
C -0.544 0.718 -0.315 -0.107
C -1.722 -0.165 -0.158 -0.080
O -1.863 -1.207 -0.751 -0.504
H -0.105 -1.169 2.097 0.326
H 0.661 0.822 1.555 0.394
H 1.795 -0.946 -0.638 0.328
H 2.253 0.780 -0.395 0.239
H 0.050 -0.271 -2.001 0.349
H -0.724 1.786 -0.140 0.373
H -2.374 0.140 0.689 0.352
```

---

# 3
DFT (ωB97M-V/def2-TZVPD) results for one molecule with the formula C20H26N2O2.

As for the molar mass: 326.44 g mol⁻¹. The relative energy (zero: lowest compared OMol25 entry of this formula, charge and spin) comes out at 29.73 kcal per mole. The calculation puts the maximum force at 0.47 eV/A. The calculated total energy comes out at -28237.5331 eV. As for the multiplicity: 1. Its SMILES is CCOc1ccc(CN(C)[C@H](C)C(=O)NCc2ccccc2)cc1. The LUMO energy comes out at 0.024 Eh.

```
50
Properties=species:S:1:pos:R:3:mulliken_charge:R:1
C 1.993 -4.508 -2.678 -0.993
C 0.570 -4.661 -3.209 -0.417
O 0.130 -3.526 -3.926 -0.468
C -0.242 -2.401 -3.255 0.730
C -0.561 -1.303 -4.057 -0.714
C -0.972 -0.116 -3.492 -0.643
C -1.077 0.024 -2.112 0.537
C -0.762 -1.070 -1.321 -0.689
C -0.351 -2.271 -1.875 -0.570
H -0.125 -3.093 -1.215 0.378
H -0.853 -0.997 -0.248 0.289
C -1.491 1.350 -1.524 -0.756
N -2.047 1.212 -0.187 0.181
C -3.386 0.662 -0.225 -1.136
H -3.733 0.486 0.792 0.369
H -3.356 -0.290 -0.754 0.355
H -4.109 1.314 -0.737 0.307
C -1.935 2.416 0.627 0.289
C -2.565 3.688 0.049 -1.521
H -2.379 4.510 0.734 0.445
H -2.116 3.939 -0.908 0.305
H -3.638 3.567 -0.078 0.394
C -0.462 2.679 0.984 0.255
O -0.028 3.786 1.228 -0.688
N 0.277 1.557 1.031 0.190
H -0.187 0.689 0.811 0.057
C 1.675 1.532 1.402 -1.299
C 1.864 0.809 2.710 0.605
C 2.419 -0.462 2.756 -0.457
C 2.554 -1.125 3.964 -0.524
C 2.126 -0.525 5.136 -0.400
C 1.563 0.741 5.097 -0.597
C 1.432 1.403 3.890 -0.250
H 0.996 2.391 3.853 0.429
H 1.229 1.212 6.009 0.380
H 2.231 -1.042 6.078 0.372
H 2.992 -2.112 3.991 0.369
H 2.755 -0.932 1.843 0.366
H 2.254 1.048 0.608 0.435
H 1.987 2.576 1.493 0.412
H -2.429 2.191 1.583 0.352
H -0.605 1.991 -1.460 0.395
H -2.201 1.835 -2.215 0.495
H -1.216 0.719 -4.133 0.418
H -0.482 -1.413 -5.127 0.419
H -0.127 -4.902 -2.396 0.323
H 0.534 -5.473 -3.941 0.315
H 2.056 -3.686 -1.969 0.301
H 2.300 -5.426 -2.184 0.352
H 2.672 -4.304 -3.501 0.303
```

---

# 4
DFT (ωB97M-V/def2-TZVPD) results for an isolated ion of composition C5H13N2 and charge +1 at a distorted geometry.

As for the molar mass: 101.17 g mol⁻¹. The relative energy (zero: lowest compared OMol25 entry of this formula, charge and spin) comes out at 78.61 kcal per mole. The calculation puts the maximum force at 6.41 eV/A. The calculated total energy comes out at -8367.4017 eV. As for the multiplicity: 1. Its SMILES is C[C@H](N)C1([NH3+])CC1. The total charge is +1. The LUMO energy comes out at -0.105 Eh.

```
20
Properties=species:S:1:pos:R:3:mulliken_charge:R:1
C 1.535 -0.542 -0.770 -0.995
C 1.732 -0.160 0.707 -0.717
C 0.511 0.175 0.001 0.507
C -1.264 -1.528 0.045 -1.499
C -0.839 -0.216 0.515 0.523
N 0.505 1.779 -0.542 -0.334
N -1.763 0.893 0.178 -0.642
H 2.227 -0.036 -1.302 0.348
H 1.406 -1.565 -1.174 0.221
H 1.723 -0.875 1.613 0.263
H 2.588 0.521 0.756 0.302
H -1.504 -1.482 -0.991 0.457
H -1.996 -2.090 0.639 0.360
H -0.331 -2.206 -0.074 0.278
H -0.739 -0.294 1.634 0.361
H 0.536 1.696 -1.492 0.334
H 1.036 2.386 0.017 0.302
H -2.541 0.685 -0.500 0.269
H -0.554 1.699 -0.265 0.403
H -2.267 1.161 1.005 0.258
```